(1)
51
Properties=species:S:1:pos:R:3:forces:R:3 method="wB97M-V/def2-TZVPD" e_tot_ev=-100309.717 multiplicity=1 e_above_lowest_kcal_mol=32.2 total_charge=0 smiles=CCOc1c(Br)cc(CNc2ccc(N3CCOCC3)cc2)cc1OC gap_ev=7.923 homo_ev=-7.2
H 6.59443 -0.93509 2.53179 -0.084 0.004 0.014
C 1.79832 2.82417 0.76789 -0.195 0.000 -0.075
H 4.54566 0.53317 2.42908 0.050 0.028 -0.006
H -2.53854 -3.90315 0.25032 0.086 -0.092 0.032
H 5.06545 -1.84880 2.35972 0.056 0.082 -0.008
H -1.05632 2.84137 -1.98887 -0.053 0.032 0.065
H 5.23735 -0.09736 -1.10900 -0.073 -0.036 -0.033
N 3.95895 -0.19055 0.56798 0.211 -0.226 0.153
C -4.03204 -0.27279 0.10471 -0.079 -0.184 -0.023
C -1.47152 3.03545 -0.98786 0.022 -0.022 -0.013
H 1.71139 -0.71584 -0.68865 -0.006 -0.110 0.003
H -2.18896 2.22924 1.50190 0.062 0.021 0.074
C -3.04309 -3.02455 -0.14226 -0.307 0.243 0.112
H -6.06349 -1.33593 -3.14137 0.000 0.011 0.073
H -3.46587 -2.26893 1.82502 -0.160 0.026 -0.075
H 4.59338 -2.78165 0.21965 0.039 0.049 -0.067
C 0.66165 2.40286 0.08001 0.289 -0.132 0.156
O 6.30909 -1.75615 0.72083 0.151 0.018 -0.034
C 0.66093 1.11233 -0.44841 -0.085 0.142 -0.124
C 2.89691 0.70812 0.39139 -0.288 0.110 -0.018
H 1.82360 3.82167 1.18547 0.001 0.096 0.057
C -2.38528 1.89447 -0.60588 -0.273 -0.145 0.015
C -3.01346 1.13339 -1.57442 -0.057 -0.082 0.102
H -2.06979 3.95018 -1.04742 0.133 -0.043 -0.031
H -2.86673 1.34152 -2.62328 0.032 0.020 -0.163
H 5.79829 -2.50091 -1.07476 -0.082 0.008 0.023
H -5.48926 -2.26680 -1.73750 -0.020 0.106 -0.022
C 5.29808 -2.05510 -0.21326 -0.211 0.094 -0.323
H 3.74885 -1.04983 -1.32942 0.049 -0.005 -0.002
H -0.20385 0.74149 -0.97593 -0.064 -0.055 -0.037
H 3.75607 2.37876 1.44488 0.098 0.007 0.044
C -3.85226 0.06826 -1.24597 0.000 0.158 0.179
H -3.55934 -3.29983 -1.05891 -0.017 -0.042 -0.095
H 5.71298 0.87408 1.11432 -0.049 0.028 0.065
H -4.77775 -3.25011 1.13939 0.112 0.042 0.037
C 4.99933 0.13650 1.51978 0.111 -0.326 0.063
H -2.29447 -2.26992 -0.37893 0.082 -0.002 -0.023
C 4.53440 -0.79435 -0.61998 0.210 -0.293 0.024
C -2.63812 1.62384 0.73141 -0.020 -0.079 0.001
N -0.43493 3.24588 -0.00630 -0.222 0.560 0.011
C -5.63720 -1.26322 -2.14048 -0.377 -0.190 -0.080
Br -3.82200 0.23961 2.90052 0.053 0.069 -0.138
C 1.75352 0.28590 -0.28760 0.208 0.087 0.033
C 5.75716 -1.14948 1.86544 -0.087 0.303 0.214
O -4.77539 -1.37229 0.47767 0.037 0.528 -0.269
H -0.22558 4.20968 0.20239 -0.047 -0.108 -0.091
H -6.32051 -0.71696 -1.48755 0.029 -0.028 -0.030
O -4.41575 -0.56928 -2.30429 0.381 -0.047 0.100
C -4.01750 -2.50108 0.90659 0.321 -0.447 0.039
C 2.89410 1.99869 0.91907 0.128 -0.138 -0.088
C -3.45088 0.55932 1.06107 -0.093 -0.039 0.179

(2)
65
Properties=species:S:1:pos:R:3:forces:R:3 method="wB97M-V/def2-TZVPD" e_tot_ev=-95835.388 multiplicity=1 e_above_lowest_kcal_mol=36.4 total_charge=+2 gap_ev=6.993 homo_ev=-13.7
H -2.50999 4.91849 -0.04583 0.005 -0.024 -0.004
C -0.42714 2.41632 0.07695 0.046 -0.063 0.098
N -1.31584 3.26313 -0.43090 -0.008 0.016 -0.041
N -0.34714 -0.48642 -2.21482 0.449 0.285 0.479
Cl 5.59841 -2.29432 0.75043 -0.084 0.019 0.011
C -1.98745 1.44355 2.82397 0.073 -0.024 -0.076
H 0.95377 1.11247 -2.64803 -0.012 -0.008 0.027
H 2.65073 0.70673 1.68662 0.001 -0.033 0.021
C -0.64982 -0.60615 2.28074 0.924 -0.053 -0.789
N -0.44023 1.12954 -0.19895 0.638 -0.798 0.460
H -1.14175 4.81242 1.01955 -0.020 -0.069 0.022
F -5.22705 2.56891 1.71603 -0.004 -0.038 0.076
Ta 0.65113 -0.72588 0.33574 0.699 2.510 0.699
H -2.93516 -1.20255 0.94511 -0.030 0.015 -0.016
H -0.89428 -1.64554 2.49750 0.179 -0.050 -0.083
H 3.20904 2.58010 2.65364 0.035 -0.004 0.022
H -3.21968 3.17527 3.22133 0.000 -0.006 -0.021
C 2.52072 -4.20624 -0.87729 -0.065 0.032 -0.035
O -1.40579 -3.53096 -1.42966 -0.011 0.276 0.271
H -1.67052 2.30820 -2.28722 0.024 0.031 0.043
H -2.99562 2.15473 -1.10150 -0.061 -0.011 0.066
H 0.55948 3.94586 0.98409 -0.016 0.073 0.002
H 0.28037 -5.31946 -0.69769 -0.046 0.021 -0.063
H 0.00926 -0.23470 3.06507 0.061 -0.029 -0.045
H 2.23480 3.97269 2.42407 -0.007 0.024 -0.008
C 4.33631 -1.97101 1.92413 0.026 0.004 0.060
Cl 4.12260 -3.32341 3.01189 -0.057 0.057 -0.087
C -2.97464 -0.22514 1.41406 0.157 -0.014 0.080
H 2.99724 -2.78037 -3.72278 -0.116 0.165 0.021
O 1.64432 -2.18986 -1.86906 0.176 -0.206 0.061
H -1.26871 0.89591 -0.73163 0.092 -0.129 -0.058
N 1.80320 1.00413 1.21148 -0.221 -0.282 -0.058
H -4.96831 0.20914 0.70541 0.022 0.014 0.005
H 2.41679 -5.20517 -1.30845 0.006 -0.008 -0.013
C 1.59810 2.26789 1.44882 -0.018 -0.117 -0.066
C -4.15552 1.78672 1.89676 0.085 -0.029 -0.110
O 3.07071 -3.45600 -3.03308 0.305 -0.292 -0.088
C -1.06129 -0.85178 -4.28713 0.107 0.086 -0.040
Cl 4.73793 -0.48588 2.85866 -0.025 -0.045 -0.058
C -1.45483 4.65693 -0.01140 -0.005 0.136 0.006
C -2.22108 2.81592 -1.49295 -0.067 -0.152 -0.038
C 3.01859 -1.58976 1.22920 0.384 -0.228 0.078
H -0.91017 5.32924 -0.67698 0.026 -0.016 0.021
N -1.13828 -1.22313 -2.99991 0.026 -0.231 -0.060
C -0.16820 0.19915 -4.34414 0.102 0.238 -0.272
H 3.53187 -4.12588 -0.47337 0.028 -0.012 -0.040
C -0.60032 -3.36758 -0.56013 0.019 -1.164 -0.402
H -0.07729 -4.77682 0.95295 -0.023 0.006 -0.002
O -0.41519 -2.18972 0.05553 -0.879 -0.906 -0.067
O 1.93532 -1.70824 1.86669 -0.939 0.608 -0.465
N 2.40107 3.00100 2.22674 0.010 0.005 -0.026
O 1.62376 -3.98151 0.18277 0.011 -0.111 0.032
C 2.36257 -3.16883 -1.96940 -0.332 0.206 0.152
C -3.11846 2.23595 2.69237 -0.044 0.097 0.031
C 0.24820 0.38793 -3.02342 -0.097 -0.045 -0.138
H -1.61397 -2.02727 -2.60708 -0.051 -0.021 0.067
H -1.18281 1.77062 3.47379 0.005 0.013 -0.007
C 0.30978 -4.46693 -0.02011 0.123 0.285 0.077
C -1.88187 0.21803 2.16730 -0.187 -0.040 -0.070
I 0.41809 1.30229 -6.00123 -0.105 -0.202 0.254
H -1.63146 -1.33541 -5.06273 -0.032 -0.019 0.044
C -4.11218 0.55065 1.27350 -0.109 0.066 -0.074
H -2.70316 3.68715 -1.92383 0.016 0.023 0.013
O 3.03022 -1.07095 0.09292 -1.141 0.128 0.054
N 0.55082 2.94584 0.88492 -0.048 0.039 0.066